Record 1
C6H13N4 as an isolated structure in a non-equilibrium geometry, computed with ωB97M-V with the def2-TZVPD basis set.

As for the net charge: +1. The value obtained for the max |F| is 0.10930 hartree/bohr. As for the HOMO energy: -13.651 eV. As for the HOMO-LUMO gap: 9.98 eV. For the lowest unoccupied orbital energy, the calculation gives -3.67 eV.

Last column: Mulliken charge in e.
Atoms and positions in Å:
C: -1.840232 0.853266 0.228424  0.11
C: -0.749808 1.548327 -0.429702  0.01
C: 0.856682 0.314018 -0.107831  0.46
C: -2.630807 -1.086998 1.190484  -0.80
C: 0.155105 -0.946928 -2.059928  -0.80
C: 2.915367 0.027900 1.283887  -1.02
N: -0.685037 2.534707 -1.105726  -0.53
N: -1.607098 -0.303886 0.646040  -0.09
N: 1.093667 -0.613933 -1.006887  -0.21
N: 1.579835 0.584632 0.940195  -0.21
H: -2.942061 1.386290 0.300780  0.32
H: -2.929440 -1.770742 0.286157  0.27
H: -3.444516 -0.356331 1.703149  0.26
H: -2.331424 -1.625167 2.077573  0.31
H: -0.627298 -0.119733 -2.103618  0.35
H: 0.779963 -0.996831 -2.980646  0.33
H: -0.194990 -2.089281 -1.847883  0.24
H: 3.566963 0.302267 0.581907  0.42
H: 2.790885 -1.122966 1.554254  0.30
H: 3.122128 0.652513 2.101476  0.39
H: 0.063495 2.790036 -1.688087  0.28
H: 1.727938 -1.420965 -0.921232  0.29
H: 1.330685 1.459794 1.357209  0.30

Cartesian forces (eV/Å) of the 3 atoms listed first:
C -3.000 0.995 0.742
C 2.855 -2.811 0.844
C -2.319 1.170 -1.182


Record 2
A 2-piece molecular cluster, C6H13N4O overall in a non-equilibrium geometry, computed with ωB97M-V with the def2-TZVPD basis set.

As for the net charge: +1. The value obtained for the max |F| is 0.11973 hartree/bohr. As for the HOMO energy (alpha / beta): -11.548 / -11.549 eV. As for the HOMO-LUMO gap (alpha / beta): 7.63 / 7.64 eV. For the lowest unoccupied orbital energy (alpha / beta), the calculation gives -3.92 / -3.91 eV.

Last column: Mulliken charge in e.
Atoms and positions in Å:
C: 1.536011 -0.778997 1.001302  -0.60
C: 2.465427 -1.598361 0.331596  -0.66
C: 1.538986 0.348015 0.203896  0.40
C: -1.005304 -2.195196 -0.755203  -0.49
C: -1.499629 0.237364 -0.734780  -0.37
C: 0.507947 1.371191 0.163275  0.00
N: 2.976406 -1.089191 -0.755249  -0.73
N: 2.420161 0.184056 -0.854907  0.12
N: 0.798439 2.689211 -0.404185  -0.66
N: -0.137151 1.660994 1.479221  -0.17
O: -1.392650 -0.944257 -0.117508  -0.29
H: 1.001171 -0.997687 1.791633  0.61
H: 2.694589 -2.570521 0.651670  0.52
H: 0.106259 -2.284713 -0.680506  0.21
H: -1.350579 -2.403920 -1.803141  0.33
H: -1.472893 -2.922971 -0.062023  0.23
H: -2.308267 0.833343 -0.361335  0.38
H: -1.162875 0.309239 -1.751757  0.36
H: 2.426569 0.733474 -1.751589  0.24
H: 1.627524 2.425774 -1.040912  0.30
H: 0.028488 3.086452 -0.816239  0.23
H: -0.825361 2.355540 1.295151  0.34
H: 0.467203 2.144347 2.116693  0.32
H: -0.558555 0.774557 1.658672  0.36

Cartesian forces (eV/Å) of the 3 atoms listed first:
C 3.160 1.717 -4.714
C -0.317 0.225 0.269
C -1.013 0.735 -0.785


Record 3
An isolated ion of composition C6H13N4O2 and charge +1 in a non-equilibrium geometry, computed with ωB97M-V with the def2-TZVPD basis set.

As for the net charge: +1. The value obtained for the max |F| is 0.11198 hartree/bohr. As for the HOMO energy: -11.941 eV. As for the HOMO-LUMO gap: 7.91 eV. For the lowest unoccupied orbital energy, the calculation gives -4.03 eV. The structure (SMILES) is CO/C=[NH+]/C(=O)N1NC(C)(C)N1.

Last column: Mulliken charge in e.
Atoms and positions in Å:
C: 3.938671 -1.852675 0.259466  -0.63
O: 3.390809 -0.586760 -0.332919  -0.34
C: 2.284549 -0.101136 0.037790  0.27
N: 1.906360 1.063780 -0.386163  -0.12
C: 0.778189 1.978877 0.046777  0.39
O: 1.002464 3.171262 0.271347  -0.56
N: -0.350986 1.215332 0.181549  0.73
N: -1.638477 1.522684 0.560655  -0.70
C: -2.060144 0.124997 0.048518  1.00
C: -2.794711 -0.733607 1.126469  -1.28
C: -2.645884 0.080425 -1.263178  -1.65
N: -0.546834 -0.143801 0.010276  -0.75
H: 4.871811 -1.912907 -0.216261  0.28
H: 3.212410 -2.666843 0.107103  0.35
H: 4.208357 -1.715529 1.365078  0.32
H: 1.624811 -0.752760 0.536236  0.48
H: 2.427213 1.575358 -1.105853  0.30
H: -2.037668 2.382515 0.179435  0.28
H: -2.331195 -1.786488 1.104266  0.31
H: -3.939673 -0.626526 1.008704  0.32
H: -2.589270 -0.313953 2.118445  0.38
H: -2.643673 -0.846681 -1.630839  0.45
H: -2.194116 0.816485 -1.896264  0.46
H: -3.696131 0.555685 -1.266392  0.37
H: -0.176893 -0.447723 -0.864256  0.36

Cartesian forces (eV/Å) of the 3 atoms listed first:
C -1.021 0.853 1.968
O 1.557 -0.420 0.077
C -0.024 0.184 -0.819


Record 4
An isolated ion of composition C6H13NO and charge -1 in a non-equilibrium geometry, computed with ωB97M-V with the def2-TZVPD basis set.

As for the net charge: -1. The value obtained for the max |F| is 0.02412 hartree/bohr. As for the HOMO energy (alpha / beta): 1.223 / -5.659 eV. As for the multiplicity: 2. The expectation value of S² is 0.750. As for the HOMO-LUMO gap (alpha / beta): 2.74 / 9.57 eV. For the lowest unoccupied orbital energy (alpha / beta), the calculation gives 3.96 / 3.91 eV.

Last column: Mulliken spin population.
Atoms and positions in Å:
C: -0.661823 0.763558 -0.944928  0.04
C: -0.761470 -0.664307 -1.549238  0.48
C: 0.163151 -0.865752 -2.736541  0.50
C: -0.114190 1.159612 0.421829  1.00
N: -0.022856 0.369203 1.541366  -1.68
C: 0.255793 -1.072146 1.441255  1.99
C: 0.577987 1.009751 2.715505  0.59
O: 0.040829 2.365390 0.549191  -0.36
H: 0.054365 1.233867 -1.601419  0.15
H: -1.505056 1.453487 -1.055040  0.07
H: -0.543830 -1.403139 -0.792231  -0.18
H: -1.785805 -0.816302 -1.868633  0.04
H: 1.225706 -0.953068 -2.507526  -0.30
H: -0.188836 -1.695482 -3.371105  -0.18
H: 0.097200 -0.026351 -3.438815  -0.11
H: 1.231486 -1.260642 0.961432  -0.18
H: 0.226253 -1.545508 2.419254  -0.66
H: -0.507933 -1.450737 0.779844  -0.05
H: 1.211104 0.259356 3.171760  -0.01
H: 1.196982 1.858354 2.459679  0.01
H: -0.189057 1.280856 3.404360  -0.16

Cartesian forces (eV/Å) of the 3 atoms listed first:
C 1.066 -0.435 -0.460
C -0.299 0.679 0.555
C -0.369 0.133 -1.122


Record 5
The molecule C6H13NO, computed with ωB97M-V with the def2-TZVPD basis set.

As for the net charge: 0. The value obtained for the max |F| is 0.01222 hartree/bohr. As for the HOMO energy: -7.737 eV. As for the HOMO-LUMO gap: 8.65 eV. For the lowest unoccupied orbital energy, the calculation gives 0.91 eV. The structure (SMILES) is C/C(=C\N)CCCO.

Last column: Mulliken charge in e.
Atoms and positions in Å:
C: 0.820621 1.968883 -0.111759  -1.65
C: 0.431579 0.737833 0.652125  0.57
C: 1.057063 0.412707 1.778534  -0.25
N: 2.078744 1.182781 2.370876  -0.53
C: -0.724117 -0.085526 0.154351  -0.70
C: -0.431365 -0.728166 -1.211275  -0.53
C: -1.370363 -1.890830 -1.566495  -0.48
O: -2.564178 -1.818904 -0.770914  -0.51
H: 0.667478 2.859732 0.506744  0.38
H: 1.893618 1.967962 -0.320067  0.39
H: 0.329901 2.124184 -1.074747  0.32
H: 0.778036 -0.479185 2.323195  0.35
H: 2.655215 1.661658 1.692586  0.21
H: 2.649502 0.672364 3.026012  0.25
H: -0.989676 -0.862797 0.868422  0.38
H: -1.623172 0.524029 0.043801  0.32
H: -0.483809 0.003800 -2.010406  0.24
H: 0.580003 -1.128293 -1.173963  0.34
H: -0.868367 -2.845386 -1.385631  0.26
H: -1.668919 -1.880137 -2.623245  0.35
H: -3.217793 -2.396711 -1.168144  0.30

Cartesian forces (eV/Å) of the 3 atoms listed first:
C 0.468 0.377 0.184
C -0.559 -0.111 -0.189
C 0.324 0.106 0.128


One value per record, in order, for energy relative to the best compared isomer or geometry (same formula, charge and spin): 386.67; 492.11; 533.99; 94.02; 144.36 kJ/mol.